1.
C3H3FOPb | the ωB97M-V functional and the def2-TZVPD basis

Geometry (Å):
Pb: 2.66974 1.12412 -0.36056
H: -0.69843 -0.71574 1.24337
C: -0.95640 -0.88688 -0.28706
C: 0.14214 -0.20872 0.36770
C: 0.48292 1.26048 0.20212
H: -0.70953 -1.37159 -1.23661
O: -0.38499 2.11366 0.12567
F: 1.40255 -0.88176 0.19452
H: -1.94800 -0.43358 -0.24913

Results
DFT total energy   -483.5931 hartree
Max |F|   0.0660 Eh/bohr
Total charge   +1
M   281.25 g/mol
Highest occupied orbital energy (spin up / spin down)   -0.4460 / -0.4966 Eh
Spin multiplicity   2

---

2.
C3H3FS2 | the ωB97M-V functional and the def2-TZVPD basis

Geometry (Å):
H: -2.36988 -1.34756 1.37098
S: -1.46704 -1.79748 0.54443
S: -1.29097 -0.63148 -1.10947
F: 3.40059 -0.09122 0.12556
C: 1.01636 0.44125 -0.12795
H: -0.81284 0.82927 0.66034
H: -0.29713 1.53374 -1.21535
C: 2.15782 0.27481 0.17517
C: -0.33690 0.78868 -0.42371

Results
DFT total energy   -1012.2245 hartree
SMILES   FC#CCSS
Max |F|   0.0566 Eh/bohr
ΔE to the lowest compared entry with this formula, charge and spin   2.469 eV
M   122.19 g/mol
Highest occupied orbital energy   -0.3402 Eh

---

3.
C3H3HgMgO3 | the ωB97M-V functional and the def2-TZVPD basis

Geometry (Å):
C: 1.06259 0.54873 0.56443
C: -0.49933 0.31126 0.04451
Hg: 0.09515 -0.36645 3.71323
Mg: 1.27382 0.70455 -2.40474
H: -1.21676 1.02782 0.45273
O: 1.92380 0.68658 -0.31983
O: 1.22443 0.38022 1.77404
C: -0.96967 -0.85863 -0.70764
O: -0.55539 0.31859 -1.40299
H: -0.30194 -1.70816 -0.87302
H: -2.03672 -1.04450 -0.84070

Results
DFT total energy   -695.0293 hartree
Max |F|   0.0770 Eh/bohr
ΔE to the lowest compared entry with this formula, charge and spin   0.000 eV
Total charge   +1
M   311.95 g/mol
Highest occupied orbital energy (spin up / spin down)   -0.3705 / -0.5312 Eh
Spin multiplicity   3

---

4.
C3H3I | the ωB97M-V functional and the def2-TZVPD basis

Geometry (Å):
I: 2.69978 0.06706 0.00635
C: 0.89410 1.11853 0.04206
H: 0.73723 1.52785 -0.87429
H: -2.41916 -2.12075 -0.19991
H: 0.57820 1.47705 0.93803
C: -1.68098 -1.43990 -0.04413
C: -0.80917 -0.62985 0.13188

Results
DFT total energy   -413.5735 hartree
Max |F|   0.1044 Eh/bohr
ΔE to the lowest compared entry with this formula, charge and spin   3.902 eV
M   165.96 g/mol
Highest occupied orbital energy (spin up / spin down)   -0.3559 / -0.3560 Eh

---

5.
C3H3I2N | the ωB97M-V functional and the def2-TZVPD basis

Geometry (Å):
I: -3.10483 -1.38843 0.03792
H: 1.90374 -1.54265 0.44750
N: -1.65099 2.31063 -1.13558
I: -0.05578 -0.13152 1.19809
H: 2.49127 0.04890 1.08047
C: 1.84528 -0.47809 0.29138
C: -1.60989 -0.08299 -0.45556
H: 1.95405 0.04377 -0.70564
C: -1.77285 1.22038 -0.75858

Results
DFT total energy   -766.0945 hartree
Max |F|   0.0542 Eh/bohr
ΔE to the lowest compared entry with this formula, charge and spin   3.582 eV
M   306.87 g/mol
Highest occupied orbital energy   -0.2830 Eh

---

6.
C3H3I2N | the ωB97M-V functional and the def2-TZVPD basis

Geometry (Å):
H: -1.68171 -1.66136 0.62418
C: 0.78260 0.09056 -0.03729
I: -3.20082 -1.66049 0.49449
C: 0.23029 -0.01903 -1.26666
H: 1.35135 1.50654 1.42681
C: 0.72894 1.33389 0.52309
H: 0.48208 2.13928 -0.18803
I: 1.47914 -1.72386 0.76545
N: -0.17186 -0.00552 -2.34205

Results
DFT total energy   -766.1879 hartree
SMILES   C=C(I)C#N.I
Max |F|   0.0740 Eh/bohr
ΔE to the lowest compared entry with this formula, charge and spin   1.040 eV
M   306.87 g/mol
Highest occupied orbital energy   -0.3667 Eh

---

7.
C3H3I3O | the ωB97M-V functional and the def2-TZVPD basis

Geometry (Å):
I: 2.99149 -0.34338 0.55169
C: 0.23488 1.09451 0.69499
H: -0.79443 0.95355 0.74463
H: -0.27356 -2.09367 -1.89221
C: -0.10077 -2.93636 -0.11082
I: 1.86928 -3.93468 0.09304
C: 0.97922 0.01348 0.66342
O: -0.57186 -2.86735 -1.43099
I: -1.65107 -3.57270 1.12484
H: 0.60952 2.04982 0.71773

Results
DFT total energy   -1084.2375 hartree
Max |F|   0.0516 Eh/bohr
ΔE to the lowest compared entry with this formula, charge and spin   4.279 eV
M   435.77 g/mol
Highest occupied orbital energy (spin up / spin down)   -0.3074 / -0.3191 Eh

---

8.
C3H3I3O | the ωB97M-V functional and the def2-TZVPD basis

Geometry (Å):
I: -1.24706 2.30824 -0.92567
O: -1.68626 -0.68235 -0.10701
H: 0.69993 -1.72402 -0.85922
I: 1.92584 1.50320 1.25266
C: -0.86576 0.37131 0.21804
H: -1.15013 0.67593 1.23658
H: -2.59845 -0.22414 -0.05081
C: 0.61408 0.16279 0.12470
I: 3.13113 -1.43541 -0.56716
C: 1.17667 -0.95556 -0.32210

Results
DFT total energy   -1084.3766 hartree
Max |F|   0.0467 Eh/bohr
ΔE to the lowest compared entry with this formula, charge and spin   0.494 eV
M   435.77 g/mol
Highest occupied orbital energy   -0.3346 Eh

---

9.
C3H3I5O | the ωB97M-V functional and the def2-TZVPD basis

Geometry (Å):
H: 0.94792 0.12151 -1.64015
I: -0.73018 -2.77288 -0.66311
I: 0.95604 2.64536 -1.55554
C: -1.56432 -0.88373 0.01324
I: -1.98878 1.45699 1.90648
H: -0.23835 -0.67831 2.78871
H: 2.71035 0.65933 -2.02157
I: -2.60285 0.16064 -1.54041
O: -0.45718 -1.26384 2.03301
C: -1.24044 -0.41186 1.23691
I: 2.36251 0.34192 0.71391
C: 1.84530 0.62485 -1.27148

Results
DFT total energy   -1679.7513 hartree
Max |F|   0.0566 Eh/bohr
ΔE to the lowest compared entry with this formula, charge and spin   0.577 eV
M   689.58 g/mol
Highest occupied orbital energy   -0.3238 Eh

---

10.
C3H3IN2O | the ωB97M-V functional and the def2-TZVPD basis

Geometry (Å):
H: -1.79989 -1.02112 0.29480
C: -0.82517 -0.72262 0.56745
I: 0.54731 2.54859 0.41308
O: 2.30989 0.39170 -0.32622
H: -0.33640 -1.03642 2.45811
C: 1.17252 0.64396 -0.17626
N: -0.64384 -0.24959 -1.75094
N: -0.11566 -0.55418 1.57883
H: -0.14544 0.13154 -2.47740
C: -0.16332 -0.13186 -0.58146

Results
DFT total energy   -598.4979 hartree
SMILES   [H]/N=C(/C=N/[H])C(=O)I
Max |F|   0.0671 Eh/bohr
ΔE to the lowest compared entry with this formula, charge and spin   1.040 eV
M   209.97 g/mol
Highest occupied orbital energy   -0.3538 Eh